[1]
A 2-piece molecular cluster, C6H12O2 overall. Source: OMol25; level of theory: ωB97M-V with the def2-TZVPD basis set.

Results
Net charge: 0
DFT total energy: -386.2424 Eh
HOMO-LUMO gap: 9.96 eV
2S+1: 1
Lowest unoccupied orbital energy: 0.629 eV
HOMO energy: -9.33 eV
SMILES: C/C=C/CCC=O.O
Largest force on an atom: 0.0421 hartree/bohr

Geometry as XYZ:
```
20
Properties=species:S:1:pos:R:3:nbo_charge:R:1
C 3.006 -1.928 -0.568 -0.65
C 1.699 -1.572 0.099 -0.17
C 1.277 -0.332 0.248 -0.21
C 0.058 0.317 0.874 -0.43
C -0.964 0.778 -0.163 -0.52
C -1.433 -0.502 -0.839 0.46
O -1.824 -1.462 -0.234 -0.53
H 3.776 -1.686 0.151 0.22
H 3.180 -1.359 -1.471 0.22
H 2.976 -3.008 -0.803 0.22
H 1.124 -2.445 0.447 0.20
H 2.034 0.439 -0.084 0.17
H 0.387 1.151 1.530 0.21
H -0.399 -0.317 1.645 0.23
H -0.461 1.428 -0.866 0.20
H -1.812 1.258 0.299 0.27
H -1.355 -0.582 -1.961 0.10
O -1.751 3.562 0.438 -0.94
H -0.801 3.472 0.333 0.47
H -1.907 4.183 1.148 0.48
```

[2]
A 2-piece molecular cluster, C6H12O4 overall. Source: OMol25; level of theory: ωB97M-V with the def2-TZVPD basis set.

Results
Net charge: 0
DFT total energy: -536.7491 Eh
HOMO-LUMO gap: 10.74 eV
2S+1: 1
Lowest unoccupied orbital energy: 0.435 eV
HOMO energy: -10.30 eV
SMILES: COC(C)=O.COC(C)=O
Largest force on an atom: 0.0967 hartree/bohr

Geometry as XYZ:
```
22
Properties=species:S:1:pos:R:3:nbo_charge:R:1
C -12.506 -3.159 -8.417 -0.27
O -13.373 -2.007 -8.303 -0.51
C -13.766 -1.572 -7.106 0.78
C -14.510 -0.325 -7.128 -0.72
O -13.489 -2.148 -6.031 -0.61
H -11.682 -3.272 -7.693 0.21
H -12.091 -2.775 -9.364 0.20
H -12.950 -4.151 -8.603 0.20
H -13.779 0.491 -7.255 0.25
H -15.042 -0.176 -6.174 0.25
H -15.242 -0.273 -7.951 0.24
C -11.994 -0.046 -14.550 -0.26
O -11.543 -1.269 -15.036 -0.51
C -10.321 -1.372 -15.523 0.79
C -9.728 -2.696 -15.302 -0.72
O -9.708 -0.515 -16.223 -0.60
H -12.711 0.365 -15.281 0.19
H -11.148 0.655 -14.456 0.20
H -12.496 -0.126 -13.572 0.19
H -10.546 -3.436 -15.269 0.23
H -9.125 -2.797 -14.384 0.25
H -9.086 -2.920 -16.171 0.24
```

[3]
A 2-piece molecular cluster, C6H12O4 overall. Source: OMol25; level of theory: ωB97M-V with the def2-TZVPD basis set.

Results
Net charge: 0
DFT total energy: -536.6956 Eh
HOMO-LUMO gap: 10.64 eV
2S+1: 1
Lowest unoccupied orbital energy: 0.870 eV
HOMO energy: -9.77 eV
SMILES: C1COCO1.C1COCO1
Largest force on an atom: 0.0474 hartree/bohr

Geometry as XYZ:
```
22
Properties=species:S:1:pos:R:3:nbo_charge:R:1
C -2.265 0.750 -1.229 -0.11
C -3.069 -0.381 -1.778 -0.09
O -2.120 -1.308 -2.148 -0.52
C -0.881 -0.788 -1.933 0.23
O -1.013 0.587 -1.868 -0.52
H -2.703 1.720 -1.533 0.20
H -2.172 0.754 -0.126 0.18
H -3.695 -0.105 -2.649 0.18
H -3.734 -0.822 -1.011 0.18
H -0.510 -1.058 -0.926 0.11
H -0.170 -1.198 -2.676 0.17
C 2.969 0.726 1.518 -0.10
C 1.712 0.561 0.698 -0.11
O 0.761 0.252 1.698 -0.53
C 1.475 -0.612 2.566 0.21
O 2.897 -0.349 2.409 -0.53
H 3.859 0.658 0.863 0.19
H 3.045 1.671 2.091 0.17
H 1.727 -0.305 0.009 0.17
H 1.357 1.440 0.126 0.21
H 1.165 -0.520 3.625 0.17
H 1.363 -1.674 2.274 0.14
```